Entry from OMol25: a structure of composition C36H81N9O13S3Ta (ωB97M-V/def2-TZVPD).

Computed properties:
Net charge = -1
Spin multiplicity = 1
E = -4142.7910 a.u.
Frontier orbital gap = 5.37 eV

Each line ends with the Löwdin charge.
Geometry (Å):
C -2.77 5.84 3.60  -0.173
C -3.77 5.07 3.15  -0.404
Ta -3.35 2.82 3.18  0.931
S -5.29 2.38 1.60  0.084
S -1.75 3.15 1.19  0.380
C -0.28 2.13 1.68  -0.487
C 0.90 3.07 1.71  -0.604
O 1.85 2.93 1.01  0.096
O 0.77 4.09 2.58  -0.015
C 1.99 4.42 3.22  -0.128
C 2.37 3.43 4.32  -0.310
C 3.47 4.10 5.17  -0.002
O 1.23 3.06 5.09  0.038
C 1.42 1.98 5.84  -0.596
O 1.98 1.00 5.50  0.119
C 0.81 2.04 7.24  -0.434
S 1.94 1.38 8.51  0.694
H -2.37 5.60 4.58  0.024
H -2.32 6.64 3.01  0.042
H -4.71 5.52 2.81  0.011
H -2.96 1.00 3.10  -0.172
H -1.92 3.03 4.35  -0.130
H -4.41 2.58 4.66  -0.164
H -5.43 1.04 1.60  -0.268
H -0.39 1.76 2.70  0.038
H -0.12 1.33 0.96  0.065
H 1.84 5.41 3.65  0.131
H 2.83 4.48 2.53  0.114
H 2.82 2.58 3.81  0.144
H 3.35 3.88 6.23  0.084
H 3.40 5.18 5.04  0.076
H 4.44 3.81 4.77  0.065
H 0.59 3.06 7.54  0.078
H -0.11 1.46 7.26  0.083
H 2.28 0.19 7.96  -0.137
C 3.46 -2.03 0.29  -0.002
C 3.30 -1.51 -1.11  -0.534
O 3.04 -2.26 -2.05  -0.010
N 3.44 -0.18 -1.32  0.022
C 3.72 0.86 -0.35  -0.058
H 3.31 -3.10 0.30  0.081
H 4.46 -1.81 0.67  0.081
H 2.71 -1.58 0.95  0.091
H 3.32 0.09 -2.29  0.140
H 2.91 1.58 -0.36  0.063
H 4.65 1.36 -0.63  0.067
H 3.82 0.46 0.66  0.081
C -5.00 2.53 7.64  -0.034
C -5.07 4.03 7.81  -0.552
O -4.19 4.78 7.45  0.028
N -6.19 4.54 8.42  -0.006
C -7.35 3.82 8.92  -0.092
H -4.06 2.28 7.14  0.062
H -5.03 2.04 8.61  0.078
H -5.82 2.18 7.01  0.079
H -6.18 5.54 8.50  0.131
H -8.24 4.16 8.40  0.079
H -7.46 4.02 9.98  0.075
H -7.24 2.75 8.76  0.069
C 2.88 -2.76 -4.89  -0.018
C 2.77 -2.41 -6.35  -0.551
O 3.31 -1.41 -6.82  0.008
N 2.05 -3.24 -7.14  0.004
C 1.34 -4.46 -6.76  -0.095
H 3.48 -2.02 -4.38  0.061
H 1.90 -2.78 -4.42  0.075
H 3.37 -3.73 -4.77  0.084
H 2.02 -2.95 -8.11  0.132
H 1.75 -5.30 -7.33  0.080
H 0.29 -4.35 -7.01  0.084
H 1.44 -4.66 -5.71  0.054
C -2.58 5.41 -1.79  -0.017
C -3.99 5.64 -1.32  -0.542
O -4.37 5.30 -0.21  0.022
N -4.86 6.24 -2.19  -0.005
C -4.61 6.70 -3.53  -0.095
H -2.02 4.92 -0.99  0.023
H -2.57 4.76 -2.66  0.083
H -2.10 6.36 -2.02  0.081
H -5.79 6.36 -1.81  0.133
H -4.81 7.78 -3.59  0.076
H -5.28 6.19 -4.23  0.076
H -3.58 6.52 -3.83  0.068
C -0.07 -8.88 -6.48  -0.009
C 0.64 -7.85 -5.63  -0.540
O 0.25 -6.69 -5.56  0.009
N 1.73 -8.24 -4.94  0.022
C 2.36 -9.55 -4.89  -0.069
H -0.92 -8.41 -6.97  0.081
H 0.61 -9.27 -7.25  0.084
H -0.43 -9.70 -5.86  0.083
H 2.14 -7.50 -4.40  0.136
H 2.35 -9.90 -3.85  0.083
H 3.39 -9.46 -5.23  0.047
H 1.83 -10.27 -5.51  0.074
C 5.96 -7.18 -4.59  0.001
C 6.15 -8.38 -5.48  -0.536
O 5.21 -8.91 -6.06  0.012
N 7.41 -8.86 -5.63  0.006
C 8.64 -8.37 -5.03  -0.075
H 4.91 -6.91 -4.57  0.074
H 6.28 -7.40 -3.57  0.088
H 6.53 -6.33 -4.97  0.089
H 7.46 -9.67 -6.24  0.139
H 9.34 -8.10 -5.83  0.083
H 9.09 -9.17 -4.44  0.083
H 8.46 -7.51 -4.40  0.073
C 0.07 -3.10 -1.74  -0.018
C -0.76 -2.63 -0.57  -0.549
O -0.36 -2.73 0.58  0.024
N -1.98 -2.08 -0.83  0.010
C -2.62 -1.88 -2.11  -0.080
H 1.01 -3.50 -1.36  0.065
H -0.45 -3.89 -2.29  0.085
H 0.30 -2.27 -2.41  0.078
H -2.47 -1.78 0.00  0.144
H -2.82 -0.81 -2.25  0.084
H -3.57 -2.41 -2.13  0.078
H -1.99 -2.23 -2.93  0.070
C -8.67 1.81 0.48  -0.040
C -8.76 0.69 1.48  -0.562
O -8.39 0.80 2.63  0.031
N -9.30 -0.50 1.05  -0.005
C -9.80 -0.83 -0.27  -0.093
H -8.23 2.68 0.95  0.053
H -8.04 1.52 -0.36  0.080
H -9.67 2.08 0.13  0.078
H -9.34 -1.20 1.76  0.133
H -10.85 -1.11 -0.20  0.076
H -9.23 -1.67 -0.67  0.078
H -9.71 0.01 -0.95  0.068
C 5.79 5.41 1.00  -0.004
C 5.89 3.98 1.48  -0.537
O 5.34 3.60 2.49  0.037
N 6.63 3.12 0.73  0.005
C 7.36 3.38 -0.50  -0.079
H 5.17 5.97 1.70  0.082
H 6.78 5.87 0.97  0.083
H 5.33 5.45 0.02  0.088
H 6.65 2.18 1.10  0.137
H 6.97 2.74 -1.29  0.077
H 8.41 3.15 -0.35  0.081
H 7.26 4.42 -0.80  0.072

=====

Entry from OMol25: an isolated molecule of C5H9NO (ωB97M-V/def2-TZVPD).

Computed properties:
Energy above the lowest of the compared OMol25 structures with the same formula, charge and spin = 179.4 kJ/mol
Spin multiplicity = 1
E = -325.8692 a.u.
Frontier orbital gap = 11.20 eV

Each line ends with the Löwdin charge.
Geometry (Å):
C -1.79 -0.64 0.97  -0.080
O -0.70 0.26 0.99  -0.129
C 0.24 0.10 -0.08  -0.577
C 0.13 1.29 -1.05  -0.009
C 1.64 -0.05 0.52  -0.008
C 0.01 -1.11 -0.89  -0.217
N 0.18 -1.91 -1.70  0.195
H -2.74 -0.14 0.71  0.096
H -1.57 -1.39 0.18  0.067
H -1.88 -1.17 1.92  0.095
H 0.33 2.20 -0.49  0.092
H -0.88 1.35 -1.47  0.095
H 0.84 1.21 -1.88  0.097
H 2.43 0.02 -0.23  0.097
H 1.73 -1.01 1.03  0.095
H 1.76 0.75 1.25  0.091

=====

Entry from OMol25: a cluster of 2 separate species, C3H6N2O in total (ωB97M-V/def2-TZVPD).

Computed properties:
Energy above the lowest of the compared OMol25 structures with the same formula, charge and spin = 139.6 kJ/mol
Spin multiplicity = 1
E = -302.6399 a.u.
Frontier orbital gap = 9.97 eV

Each line ends with the Löwdin charge.
Geometry (Å):
C -0.96 -1.00 -0.10  -0.110
C -0.79 2.61 0.23  -0.005
O -0.49 3.05 -0.77  0.028
N 1.34 0.55 1.07  0.060
C 1.42 -0.35 0.17  -0.346
N 0.46 -1.20 -0.31  -0.073
H -1.32 -0.07 -0.56  0.063
H -1.50 -1.84 -0.55  0.082
H -1.19 -0.97 0.97  0.083
H 0.40 0.63 1.45  -0.005
H 2.40 -0.52 -0.29  0.109
H 0.72 -1.75 -1.12  0.113

=====

Look up the frontier orbital gap of the third one.
9.97 eV

=====

The highest frontier orbital gap belongs to which entry?
C5H9NO